{
  "formula": "C16H26B2F5NO17Tl",
  "method": "ωB97M-V with the def2-TZVPD basis set",
  "total_charge": 1,
  "homo_lumo_gap_ev": 3.2503,
  "homo_ev": -13.36,
  "symbols": ["Tl", "F", "F", "F", "F", "F", "O", "O", "O", "O", "O", "O", "O", "O", "O", "O", "O", "O", "O", "O", "O", "O", "O", "N", "C", "C", "C", "C", "C", "C", "C", "C", "C", "C", "C", "C", "C", "C", "C", "C", "B", "B", "H", "H", "H", "H", "H", "H", "H", "H", "H", "H", "H", "H", "H", "H", "H", "H", "H", "H", "H", "H", "H", "H", "H", "H", "H", "H"],
  "positions_angstrom": [[-5.10776, -5.96396, -13.45674], [-6.19764, -11.03732, -18.48759], [-11.59700, -2.36102, -12.14884], [-6.96071, -7.50146, -8.97568], [-8.25734, -11.46943, -10.59176], [-11.86916, -7.91109, -13.93998], [-5.56526, -9.29378, -17.13905], [-4.82220, -5.28936, -10.63680], [-6.77546, -10.87677, -12.28004], [-8.17040, -8.94756, -7.76628], [-9.83435, -9.31339, -6.31519], [-11.86655, -9.36768, -12.20618], [-5.52602, -9.02638, -12.64121], [-6.59675, -10.01788, -15.33808], [-3.21035, -5.35356, -9.22890], [-11.87803, -4.28022, -10.93209], [-11.53000, -11.49538, -11.63552], [-6.03690, -7.79450, -15.56876], [-12.10851, -5.24476, -12.88331], [-9.85310, -10.27058, -12.55134], [-10.20308, -8.24965, -8.29795], [-13.46611, -5.87718, -11.24807], [-5.43978, -10.16017, -10.71803], [-4.20644, -4.84533, -9.67248], [-5.57430, -10.69753, -17.33417], [-11.02488, -3.52562, -11.80070], [-12.57371, -5.20198, -11.66166], [-5.93207, -11.41296, -10.22284], [-7.05863, -11.71356, -11.14939], [-9.93602, -9.22634, -13.54146], [-4.54685, -3.55387, -9.08130], [-6.02186, -8.93320, -15.92144], [-8.01328, -8.37127, -9.02140], [-9.44712, -8.86885, -7.33550], [-5.85449, -9.97073, -11.96228], [-6.57776, -11.10178, -16.24233], [-11.12059, -10.51356, -12.15968], [-11.10220, -8.43446, -12.93181], [-9.38554, -7.82404, -9.36549], [-10.94471, -4.45303, -13.02945], [-7.78228, -6.59210, -12.64885], [-6.46724, -3.00096, -13.38849], [-10.08147, -3.51400, -11.25848], [-10.67369, -7.51722, -12.51678], [-7.56021, -11.27567, -16.68558], [-8.79883, -6.81139, -12.15223], [-10.76344, -4.01107, -14.00299], [-8.99950, -8.70690, -13.35421], [-10.02418, -4.99823, -12.75297], [-6.33859, -3.75585, -12.49203], [-5.11665, -12.12868, -10.32207], [-6.40404, -12.07691, -15.78496], [-9.64896, -8.26605, -10.32404], [-9.35591, -6.73355, -9.31451], [-9.99913, -9.61754, -14.55500], [-5.89562, -2.03761, -13.07488], [-7.78359, -5.52293, -13.10690], [-6.26639, -11.31898, -9.19199], [-5.93281, -3.44004, -14.32342], [-7.35082, -7.38052, -13.37234], [-5.42719, -3.10042, -9.53315], [-3.76653, -2.80605, -9.21410], [-4.71296, -3.62554, -8.00895], [-4.63508, -11.23301, -17.21220], [-7.07645, -6.48517, -11.71953], [-7.70468, -9.14092, -9.73255], [-7.01576, -12.76380, -11.44816], [-7.57748, -2.75657, -13.53018]]
}